Below is a 10-piece molecular cluster, C51H131N9O16 overall at a distorted geometry, with properties calculated with the ωB97M-V functional and the def2-TZVPD basis.

Summary:
- SMILES: COC[C@H](C)N.COC[C@H](C)N.COC[C@H](C)N.COCCNCCOC.COCCNCCOC.COCCNCCOC.COCCNCCOC.COCCNCCOC.COCCNCCOC.CC(C)O
- Energy relative to the best compared isomer or geometry (same formula, charge and spin): 24.8 kcal per mole
- Lowest unoccupied orbital energy: 0.269 eV
- M: 1126.66 g/mol
- E_HOMO: -8.3 eV
- Electronic energy: -101166.9252 eV

Bonds (Å) are listed after each position.
Element x y z (Å)
1 C -3.5344 -13.5806 -12.6676  C2 1.530, H5 1.090, H6 1.090, H7 1.090
2 C -2.8677 -14.7725 -13.3574  C1 1.530, C3 1.527, O4 1.410, H8 1.090
3 C -3.5626 -14.9722 -14.7019  C2 1.527, H9 1.090, H10 1.090, H11 1.090
4 O -1.5559 -14.3659 -13.6770  C2 1.410, H12 0.960
5 H -3.1347 -13.3138 -11.6892  C1 1.090
6 H -4.5731 -13.8452 -12.4697  C1 1.090
7 H -3.4513 -12.7245 -13.3372  C1 1.090
8 H -2.9040 -15.6622 -12.7286  C2 1.090
9 H -3.7877 -14.0543 -15.2449  C3 1.090
10 H -4.4768 -15.5517 -14.5736  C3 1.090
11 H -2.8717 -15.5694 -15.2970  C3 1.090
12 H -1.1409 -14.1703 -12.8337  O4 0.960
13 C -2.4832 -9.6490 -24.4180  O14 1.411, H22 1.090, H23 1.090, H24 1.090
14 O -2.3234 -10.8938 -23.7741  C13 1.411, C15 1.449
15 C -3.0977 -11.9662 -24.3662  O14 1.449, C16 1.512, H25 1.090, H26 1.090
16 C -2.8903 -13.3044 -23.6930  C15 1.512, N17 1.486, H27 1.090, H28 1.090
17 N -1.5959 -13.9069 -24.1048  C16 1.486, C18 1.467, H29 1.010
18 C -1.2796 -15.2339 -23.5643  N17 1.467, C19 1.496, H30 1.090, H31 1.090
19 C 0.1963 -15.4726 -23.6070  C18 1.496, O20 1.456, H32 1.090, H33 1.090
20 O 0.9465 -14.4112 -22.9500  C19 1.456, C21 1.412
21 C 2.3202 -14.7325 -22.8897  O20 1.412, H34 1.090, H35 1.090, H36 1.090
22 H -3.4887 -9.3385 -24.1339  C13 1.090
23 H -2.4043 -9.6597 -25.5051  C13 1.090
24 H -1.7568 -8.9353 -24.0294  C13 1.090
25 H -2.8882 -12.2048 -25.4090  C15 1.090
26 H -4.1451 -11.7293 -24.1798  C15 1.090
27 H -3.7125 -13.9328 -24.0356  C16 1.090
28 H -2.9591 -13.1441 -22.6171  C16 1.090
29 H -0.8341 -13.4135 -23.6618  N17 1.010
30 H -1.6893 -15.9680 -24.2581  C18 1.090
31 H -1.7402 -15.2934 -22.5781  C18 1.090
32 H 0.4668 -15.5297 -24.6613  C19 1.090
33 H 0.4032 -16.4327 -23.1342  C19 1.090
34 H 2.6348 -15.4070 -22.0934  C21 1.090
35 H 2.9894 -13.8939 -22.6974  C21 1.090
36 H 2.7935 -15.1512 -23.7778  C21 1.090
37 C 6.1530 -8.2642 -20.3043  O38 1.441, H46 1.090, H47 1.090, H48 1.090
38 O 5.4385 -7.1313 -20.8364  C37 1.441, C39 1.433
39 C 4.4654 -6.5712 -19.9453  O38 1.433, C40 1.546, H49 1.090, H50 1.090
40 C 3.2670 -7.5041 -19.6542  C39 1.546, N41 1.420, H51 1.090, H52 1.090
41 N 2.4302 -7.6848 -20.7867  C40 1.420, C42 1.456, H53 1.010
42 C 1.2895 -8.5568 -20.5430  N41 1.456, C43 1.523, H54 1.090, H55 1.090
43 C 1.5444 -10.0324 -20.2651  C42 1.523, O44 1.415, H56 1.090, H57 1.090
44 O 1.8143 -10.2678 -18.8966  C43 1.415, C45 1.394
45 C 1.6106 -11.5846 -18.4862  O44 1.394, H58 1.090, H59 1.090, H60 1.090
46 H 6.3930 -8.0630 -19.2603  C37 1.090
47 H 7.1420 -8.4289 -20.7320  C37 1.090
48 H 5.5712 -9.1516 -20.5535  C37 1.090
49 H 4.2155 -5.6136 -20.4021  C39 1.090
50 H 4.9590 -6.1596 -19.0650  C39 1.090
51 H 2.7054 -7.0364 -18.8455  C40 1.090
52 H 3.6052 -8.4342 -19.1976  C40 1.090
53 H 3.0202 -8.1152 -21.4844  N41 1.010
54 H 0.9056 -8.7592 -21.5428  C42 1.090
55 H 0.4872 -8.1888 -19.9035  C42 1.090
56 H 2.3351 -10.5230 -20.8328  C43 1.090
57 H 0.6489 -10.5564 -20.5993  C43 1.090
58 H 0.6172 -11.9237 -18.7799  C45 1.090
59 H 1.7751 -11.7431 -17.4204  C45 1.090
60 H 2.2705 -12.1729 -19.1239  C45 1.090
61 C 4.9618 -4.4561 -26.7010  O62 1.422, H70 1.090, H71 1.090, H72 1.090
62 O 4.9168 -5.8497 -26.4244  C61 1.422, C63 1.513
63 C 3.4870 -6.2756 -26.1740  O62 1.513, C64 1.518, H73 1.090, H74 1.090
64 C 3.4167 -7.7890 -26.2609  C63 1.518, N65 1.465, H75 1.090, H76 1.090
65 N 4.1660 -8.4267 -25.1754  C64 1.465, C66 1.453, H77 1.010
66 C 4.3135 -9.8676 -25.2894  N65 1.453, C67 1.532, H78 1.090, H79 1.090
67 C 3.0015 -10.5693 -25.6553  C66 1.532, O68 1.440, H80 1.090, H81 1.090
68 O 2.7953 -10.5738 -27.0808  C67 1.440, C69 1.432
69 C 1.4638 -10.8662 -27.5180  O68 1.432, H82 1.090, H83 1.090, H84 1.090
70 H 4.6895 -4.3084 -27.7461  C61 1.090
71 H 5.9650 -4.0947 -26.4746  C61 1.090
72 H 4.2428 -3.8433 -26.1574  C61 1.090
73 H 2.7328 -5.8422 -26.8308  C63 1.090
74 H 3.2358 -5.9264 -25.1724  C63 1.090
75 H 3.7833 -7.9945 -27.2666  C64 1.090
76 H 2.3818 -8.1217 -26.3410  C64 1.090
77 H 5.0519 -7.9486 -25.2577  N65 1.010
78 H 4.6841 -10.2477 -24.3374  C66 1.090
79 H 5.0209 -9.9972 -26.1085  C66 1.090
80 H 2.1495 -10.1369 -25.1307  C67 1.090
81 H 2.9366 -11.6418 -25.4720  C67 1.090
82 H 1.4999 -10.7306 -28.5989  C69 1.090
83 H 0.7612 -10.1415 -27.1066  C69 1.090
84 H 1.1998 -11.8995 -27.2930  C69 1.090
85 C 11.6156 -3.5220 -18.7991  O86 1.435, H94 1.090, H95 1.090, H96 1.090
86 O 10.9216 -2.2658 -18.7924  C85 1.435, C87 1.404
87 C 9.6834 -2.2678 -19.4533  O86 1.404, C88 1.543, H97 1.090, H98 1.090
88 C 8.9264 -0.9234 -19.4367  C87 1.543, N89 1.479, H99 1.090, H100 1.090
89 N 7.4889 -0.9172 -19.7862  C88 1.479, C90 1.463, H101 1.010
90 C 7.3047 -1.2676 -21.1945  N89 1.463, C91 1.521, H102 1.090, H103 1.090
91 C 5.9172 -0.7529 -21.5446  C90 1.521, O92 1.467, H104 1.090, H105 1.090
92 O 5.8377 0.7068 -21.4257  C91 1.467, C93 1.417
93 C 6.4099 1.5116 -22.4417  O92 1.417, H106 1.090, H107 1.090, H108 1.090
94 H 12.4174 -3.3964 -18.0715  C85 1.090
95 H 12.0577 -3.6956 -19.7801  C85 1.090
96 H 11.0922 -4.4100 -18.4446  C85 1.090
97 H 9.0149 -3.0328 -19.0582  C87 1.090
98 H 9.9039 -2.4260 -20.5090  C87 1.090
99 H 9.4962 -0.1425 -19.9402  C88 1.090
100 H 9.0145 -0.6093 -18.3966  C88 1.090
101 H 7.1977 0.0441 -19.6797  N89 1.010
102 H 7.3655 -2.3289 -21.4354  C90 1.090
103 H 8.0019 -0.6974 -21.8084  C90 1.090
104 H 5.2720 -1.2148 -20.7972  C91 1.090
105 H 5.5359 -1.1226 -22.4964  C91 1.090
106 H 6.1893 2.5625 -22.2547  C93 1.090
107 H 6.1163 1.1669 -23.4332  C93 1.090
108 H 7.4970 1.4380 -22.4110  C93 1.090
109 C 2.9278 -7.7004 -11.9521  O110 1.379, H118 1.090, H119 1.090, H120 1.090
110 O 1.6514 -8.0704 -12.3188  C109 1.379, C111 1.420
111 C 1.4377 -7.9322 -13.7157  O110 1.420, C112 1.544, H121 1.090, H122 1.090
112 C -0.0516 -8.1034 -14.0870  C111 1.544, N113 1.512, H123 1.090, H124 1.090
113 N -0.9364 -6.9107 -13.8018  C112 1.512, C114 1.449, H125 1.010
114 C -0.5144 -5.6305 -14.3340  N113 1.449, C115 1.524, H126 1.090, H127 1.090
115 C -0.5256 -5.6708 -15.8575  C114 1.524, O116 1.431, H128 1.090, H129 1.090
116 O -0.3202 -4.3510 -16.3695  C115 1.431, C117 1.439
117 C -0.5180 -4.2196 -17.7888  O116 1.439, H130 1.090, H131 1.090, H132 1.090
118 H 3.3251 -6.7402 -12.2811  C109 1.090
119 H 3.6770 -8.4475 -12.2141  C109 1.090
120 H 2.9558 -7.6011 -10.8670  C109 1.090
121 H 2.0302 -8.7235 -14.1750  C111 1.090
122 H 1.9221 -7.0410 -14.1146  C111 1.090
123 H -0.4748 -8.9343 -13.5225  C112 1.090
124 H -0.3152 -8.4249 -15.0945  C112 1.090
125 H -1.0429 -6.7472 -12.8109  N113 1.010
126 H 0.4532 -5.3304 -13.9318  C114 1.090
127 H -1.2897 -4.9383 -14.0055  C114 1.090
128 H -1.5008 -6.0627 -16.1465  C115 1.090
129 H 0.2605 -6.3225 -16.2390  C115 1.090
130 H 0.3473 -4.6922 -18.2536  C117 1.090
131 H -0.6315 -3.2387 -18.2503  C117 1.090
132 H -1.2992 -4.8904 -18.1463  C117 1.090
133 C 1.2174 2.3087 -18.8879  O134 1.430, H142 1.090, H143 1.090, H144 1.090
134 O 1.2787 2.4498 -17.4666  C133 1.430, C135 1.438
135 C 1.0756 1.1702 -16.8422  O134 1.438, C136 1.583, H145 1.090, H146 1.090
136 C 2.3926 0.2999 -16.7231  C135 1.583, N137 1.484, H147 1.090, H148 1.090
137 N 2.2824 -0.9503 -15.9310  C136 1.484, C138 1.480, H149 1.010
138 C 3.5356 -1.6938 -15.6735  N137 1.480, C139 1.601, H150 1.090, H151 1.090
139 C 4.5030 -1.0272 -14.5855  C138 1.601, O140 1.432, H152 1.090, H153 1.090
140 O 5.4564 -1.9797 -14.1016  C139 1.432, C141 1.450
141 C 6.4744 -2.2275 -15.1036  O140 1.450, H154 1.090, H155 1.090, H156 1.090
142 H 1.7811 3.0988 -19.3841  C133 1.090
143 H 0.1921 2.4166 -19.2418  C133 1.090
144 H 1.5548 1.3709 -19.3292  C133 1.090
145 H 0.3320 0.5552 -17.3491  C135 1.090
146 H 0.5874 1.4857 -15.9201  C135 1.090
147 H 3.1375 0.9812 -16.3120  C136 1.090
148 H 2.7589 0.0856 -17.7271  C136 1.090
149 H 1.5378 -1.5450 -16.2658  N137 1.010
150 H 3.9365 -1.9138 -16.6630  C138 1.090
151 H 3.1748 -2.6405 -15.2715  C138 1.090
152 H 3.9124 -0.7827 -13.7026  C139 1.090
153 H 4.9495 -0.1048 -14.9567  C139 1.090
154 H 7.1169 -3.0932 -14.9428  C141 1.090
155 H 7.2080 -1.4222 -15.1413  C141 1.090
156 H 6.1584 -2.1887 -16.1460  C141 1.090
157 C 10.3365 -8.8483 -15.3252  C158 1.502, H163 1.090, H164 1.090, H165 1.090
158 C 8.9773 -8.5406 -14.7648  C157 1.502, C159 1.560, N162 1.465, H166 1.090
159 C 7.9000 -9.6552 -14.9363  C158 1.560, O160 1.400, H167 1.090, H168 1.090
160 O 7.6460 -9.9068 -16.2898  C159 1.400, C161 1.418
161 C 6.6897 -10.9264 -16.5277  O160 1.418, H169 1.090, H170 1.090, H171 1.090
162 N 9.1397 -8.2854 -13.3313  C158 1.465, H172 1.010, H173 1.010
163 H 11.0479 -8.1693 -14.8552  C157 1.090
164 H 10.3978 -8.8178 -16.4130  C157 1.090
165 H 10.7135 -9.8451 -15.0965  C157 1.090
166 H 8.7409 -7.6192 -15.2968  C158 1.090
167 H 6.9672 -9.3061 -14.4935  C159 1.090
168 H 8.2076 -10.5678 -14.4257  C159 1.090
169 H 6.5961 -10.9527 -17.6134  C161 1.090
170 H 5.7703 -10.6723 -16.0002  C161 1.090
171 H 7.0876 -11.8190 -16.0450  C161 1.090
172 H 9.5070 -9.1630 -12.9922  N162 1.010
173 H 9.8453 -7.5717 -13.2177  N162 1.010
174 C 11.2763 -6.0407 -23.4710  C175 1.555, H180 1.090, H181 1.090, H182 1.090
175 C 10.4619 -5.5550 -24.7032  C174 1.555, C176 1.572, N179 1.430, H183 1.090
176 C 11.3590 -5.6434 -25.9912  C175 1.572, O177 1.392, H184 1.090, H185 1.090
177 O 12.4463 -4.7893 -25.8297  C176 1.392, C178 1.381
178 C 13.4976 -5.0248 -26.6940  O177 1.381, H186 1.090, H187 1.090, H188 1.090
179 N 9.2878 -6.3692 -24.7562  C175 1.430, H189 1.010, H190 1.010
180 H 12.2936 -5.6491 -23.4695  C174 1.090
181 H 11.4316 -7.1189 -23.5099  C174 1.090
182 H 10.8215 -5.7946 -22.5115  C174 1.090
183 H 10.1878 -4.5110 -24.5516  C175 1.090
184 H 10.7615 -5.2955 -26.8339  C176 1.090
185 H 11.6569 -6.6580 -26.2555  C176 1.090
186 H 13.3244 -4.6380 -27.6982  C178 1.090
187 H 13.7798 -6.0753 -26.7644  C178 1.090
188 H 14.2369 -4.3931 -26.2016  C178 1.090
189 H 8.9434 -6.3184 -23.8081  N179 1.010
190 H 8.6045 -6.0474 -25.4268  N179 1.010
191 C 3.5787 -13.8830 -11.7133  C192 1.516, H197 1.090, H198 1.090, H199 1.090
192 C 2.7965 -13.9710 -10.4181  C191 1.516, C193 1.490, N196 1.447, H200 1.090
193 C 3.6424 -13.6282 -9.2409  C192 1.490, O194 1.370, H201 1.090, H202 1.090
194 O 3.0298 -13.5164 -8.0201  C193 1.370, C195 1.445
195 C 2.5944 -14.7584 -7.4243  O194 1.445, H203 1.090, H204 1.090, H205 1.090
196 N 1.5989 -13.1598 -10.4627  C192 1.447, H206 1.010, H207 1.010
197 H 4.2409 -14.7455 -11.7886  C191 1.090
198 H 4.2726 -13.0453 -11.7823  C191 1.090
199 H 2.8631 -13.9956 -12.5277  C191 1.090
200 H 2.5134 -15.0227 -10.3756  C192 1.090
201 H 3.9609 -12.5864 -9.2769  C193 1.090
202 H 4.5614 -14.2142 -9.2408  C193 1.090
203 H 3.3484 -15.5387 -7.5277  C195 1.090
204 H 1.6314 -15.1333 -7.7710  C195 1.090
205 H 2.4717 -14.4747 -6.3790  C195 1.090
206 H 1.6999 -12.2361 -10.8585  N196 1.010
207 H 1.5263 -12.9961 -9.4687  N196 1.010